[1]
Formula: C23H38ClGe
Source: OMol25
Level of theory: ωB97M-V/def2-TZVPD

Each line ends with the Löwdin charge.
Positions of all 63 atoms, in Å:
C1 -0.461 -5.222 -2.605  -0.104
C2 -0.255 -3.710 -2.590  -0.280
C3 -0.355 -3.028 -1.217  -0.265
C4 -0.139 -1.505 -1.440  -0.298
Ge1 -0.245 -0.553 0.244  1.069
C5 -2.005 -0.895 1.037  -0.286
C6 -3.176 -0.370 0.206  -0.290
C7 -4.510 -0.828 0.848  -0.266
C8 -5.717 -0.378 0.016  -0.110
C9 0.867 -1.476 1.572  -0.283
C10 2.384 -1.525 1.313  -0.280
C11 3.086 -0.159 1.319  -0.275
C12 4.565 -0.300 0.888  -0.094
H1 0.201 1.065 0.041  0.034
H2 -0.360 -5.547 -3.646  0.077
H3 0.296 -5.740 -2.011  0.076
H4 -1.458 -5.500 -2.255  0.076
H5 0.749 -3.478 -2.989  0.116
H6 -1.012 -3.235 -3.240  0.115
H7 -1.345 -3.236 -0.766  0.113
H8 0.405 -3.447 -0.530  0.109
H9 0.848 -1.289 -1.894  0.082
H10 -0.884 -1.080 -2.141  0.075
H11 -2.052 -1.999 1.196  0.094
H12 -1.982 -0.449 2.049  0.084
H13 -3.163 0.731 0.156  0.072
H14 -3.120 -0.752 -0.829  0.111
H15 -4.491 -1.937 0.930  0.117
H16 -4.572 -0.418 1.876  0.117
H17 -6.639 -0.686 0.516  0.075
H18 -5.724 0.708 -0.108  0.070
H19 -5.688 -0.850 -0.969  0.074
H20 0.610 -0.971 2.518  0.079
H21 0.446 -2.502 1.626  0.086
H22 2.833 -2.156 2.108  0.123
H23 2.584 -2.020 0.348  0.108
H24 2.576 0.570 0.635  0.078
H25 3.015 0.318 2.330  0.122
H26 5.112 0.652 1.041  0.041
H27 5.060 -1.099 1.475  0.085
H28 4.618 -0.558 -0.188  0.084
Cl1 5.850 3.429 1.321  0.730
C13 4.175 3.277 0.958  -0.674
C14 3.220 3.419 1.994  -0.058
C15 1.865 3.132 1.713  -0.017
C16 1.449 2.798 0.429  -0.211
C17 0.043 2.322 0.167  -0.252
C18 -0.477 2.522 -1.293  -0.123
C19 -1.985 2.909 -1.157  -0.138
C20 -2.218 2.937 0.351  -0.029
C21 -1.076 2.669 1.074  -0.038
C22 2.408 2.843 -0.621  -0.019
C23 3.753 3.101 -0.358  -0.087
H29 3.550 3.721 2.971  0.109
H30 1.139 3.136 2.539  0.119
H31 0.028 3.292 -1.889  0.122
H32 -0.275 1.568 -1.789  0.100
H33 -2.194 3.860 -1.706  0.133
H34 -2.615 2.154 -1.644  0.108
H35 -3.192 3.268 0.736  0.127
H36 -0.946 2.691 2.169  0.123
H37 2.098 2.644 -1.655  0.121
H38 4.494 3.162 -1.183  0.130

Its net charge is +1. The calculation puts the molar mass at 422.6 u. The calculation puts the HOMO energy at -12.10 eV. For the HOMO-LUMO gap, the calculation gives 7.31 eV.

[2]
Formula: C23H38F3O14P
Source: OMol25
Level of theory: ωB97M-V/def2-TZVPD

Each line ends with the Löwdin charge.
Positions of all 79 atoms, in Å:
C1 0.993 3.835 1.083  0.130
C2 1.220 3.486 -0.042  -0.144
C3 1.358 3.046 -1.425  -0.216
C4 0.183 2.165 -1.860  -0.232
C5 -0.077 1.004 -0.908  -0.251
P1 1.186 -0.286 -0.650  0.849
O1 1.943 0.095 -2.166  -0.310
C6 2.780 0.021 0.241  -0.233
O2 3.696 -0.935 -0.284  -0.138
C7 5.023 -0.583 -0.117  -0.268
O3 5.357 -0.756 1.239  -0.097
C8 6.621 -0.241 1.585  -0.189
C9 6.607 1.263 1.934  -0.215
O4 5.343 1.704 2.393  -0.055
C10 0.332 -0.871 0.953  -0.256
O5 0.318 0.215 1.914  -0.030
C11 0.143 -0.054 3.200  -0.740
F1 -0.409 0.995 3.803  0.162
F2 -0.632 -1.125 3.432  0.157
F3 1.313 -0.295 3.836  0.137
H1 0.790 4.173 2.071  0.026
H2 1.414 3.930 -2.067  0.118
H3 2.295 2.500 -1.551  0.095
H4 -0.719 2.783 -1.875  0.116
H5 0.359 1.807 -2.872  0.102
H6 -0.937 0.421 -1.256  0.105
H7 -0.344 1.397 0.072  0.078
H8 0.940 -1.584 -1.128  0.071
H9 2.492 -0.643 -2.449  0.039
H10 2.684 -0.086 1.320  0.098
H11 3.130 1.034 0.016  0.094
H12 5.625 -1.243 -0.749  0.142
H13 5.182 0.466 -0.421  0.141
H14 7.342 -0.412 0.774  0.121
H15 6.955 -0.822 2.444  0.122
H16 6.945 1.855 1.080  0.118
H17 7.311 1.430 2.751  0.117
H18 4.892 2.173 1.685  0.083
H19 0.904 -1.715 1.350  0.112
H20 -0.687 -1.210 0.762  0.073
C12 1.440 3.351 5.701  -0.019
C13 2.652 3.121 4.839  -0.319
C14 3.996 3.268 5.531  -0.084
O6 4.836 3.759 4.483  0.055
C15 4.061 4.357 3.555  -0.582
O7 4.468 4.989 2.634  0.157
O8 2.753 4.137 3.821  0.059
H21 0.523 3.180 5.139  0.076
H22 1.454 2.662 6.546  0.094
H23 1.435 4.374 6.079  0.092
H24 2.593 2.158 4.324  0.150
H25 4.402 2.330 5.899  0.139
H26 3.963 4.007 6.336  0.136
C16 -5.893 -3.736 -1.181  -0.012
C17 -4.670 -3.748 -0.307  -0.313
C18 -4.423 -2.471 0.479  -0.077
O9 -2.992 -2.409 0.532  0.054
C19 -2.498 -3.108 -0.514  -0.563
O10 -1.356 -3.098 -0.849  0.150
O11 -3.476 -3.810 -1.118  0.089
H27 -6.014 -4.693 -1.689  0.091
H28 -6.789 -3.545 -0.591  0.099
H29 -5.795 -2.958 -1.935  0.062
H30 -4.650 -4.620 0.353  0.157
H31 -4.818 -2.484 1.491  0.138
H32 -4.792 -1.595 -0.060  0.141
C20 -5.634 -2.539 -7.530  -0.022
C21 -5.787 -2.798 -6.055  -0.321
C22 -7.214 -2.949 -5.557  -0.088
O12 -7.137 -2.423 -4.227  0.051
C23 -6.096 -1.556 -4.176  -0.577
O13 -5.875 -0.823 -3.267  0.157
O14 -5.348 -1.656 -5.291  0.090
H33 -4.583 -2.482 -7.808  0.089
H34 -6.097 -3.347 -8.096  0.092
H35 -6.116 -1.598 -7.797  0.094
H36 -5.178 -3.649 -5.737  0.159
H37 -7.568 -3.975 -5.516  0.138
H38 -7.909 -2.337 -6.137  0.139

The calculation puts the molar mass at 626.5 u. The calculation puts the HOMO energy at -9.01 eV. For the HOMO-LUMO gap, the calculation gives 9.52 eV. As for the SMILES: C#CCCC[PH](O)(COCOCCO)COC(F)(F)F.C[C@@H]1COC(=O)O1.C[C@@H]1COC(=O)O1.C[C@@H]1COC(=O)O1.